[1]
Here is C22H27N3O4 in the gas phase in a non-equilibrium geometry from OMol25. Energies are from wB97M-V/def2-TZVPD.

The strongest force on any atom comes out at 1.18 eV Å⁻¹. As for the SMILES: Cc1ccc(C(=O)N/C(=C\c2ccco2)C(=O)NCCN2CCOCC2)cc1C. As for the lowest unoccupied orbital energy: -0.03 eV. Its multiplicity is 1. For the total energy, the calculation gives -35912.4129 eV. The HOMO-LUMO gap is 0.290 hartree. Its total charge is 0.

Geometry (Å):
C -4.83854 -4.06448 0.34921
C -3.70467 -3.09350 0.44786
C -2.66589 -3.31594 1.34238
C -1.61040 -2.43263 1.44663
C -1.58236 -1.28479 0.66096
C -0.42289 -0.36703 0.81015
O 0.67692 -0.79952 1.13164
N -0.73690 0.93605 0.58862
C -0.06526 2.16088 0.50941
C -0.76793 3.26096 0.14200
C -2.14885 3.40077 -0.19528
C -2.82587 4.54357 -0.55959
C -4.16541 4.16680 -0.79099
C -4.22757 2.82820 -0.55670
O -3.02002 2.35108 -0.19759
C 1.39034 2.42468 0.79678
O 1.84985 3.53806 0.58098
N 2.11095 1.42999 1.32589
C 3.51701 1.60146 1.59687
C 4.39872 1.54145 0.32838
N 4.52438 0.27598 -0.35039
C 3.34795 -0.20785 -1.04722
C 3.79620 -1.32214 -1.99626
O 4.40664 -2.37832 -1.29037
C 5.51031 -1.91282 -0.54976
C 5.10432 -0.80273 0.42361
C -2.61163 -1.06739 -0.25160
C -3.66833 -1.95618 -0.36759
C -4.75878 -1.69657 -1.36119
H -4.90208 -4.47745 -0.65708
H -4.70749 -4.88324 1.05158
H -5.78625 -3.57122 0.56316
H -2.68391 -4.19854 1.96505
H -0.80151 -2.61300 2.13760
H -1.72254 1.07077 0.39144
H -0.20086 4.17977 0.09290
H -2.40637 5.52411 -0.64735
H -4.97255 4.80288 -1.09077
H -5.03302 2.12232 -0.60374
H 1.71404 0.48946 1.37761
H 3.65657 2.59185 2.04052
H 3.82114 0.83713 2.31318
H 4.00508 2.26707 -0.38722
H 5.40747 1.85596 0.61356
H 2.90525 0.61089 -1.61787
H 2.59358 -0.62348 -0.36100
H 2.94185 -1.75850 -2.51683
H 4.50410 -0.90818 -2.73063
H 5.90417 -2.77816 -0.01345
H 6.27937 -1.52270 -1.23406
H 5.98720 -0.43500 0.95052
H 4.39247 -1.22080 1.15609
H -2.58420 -0.21413 -0.91530
H -4.56900 -0.77967 -1.91355
H -4.83305 -2.51846 -2.07228
H -5.72172 -1.60770 -0.85889

Cartesian forces, eV/Å:
0.015 0.022 -0.012
0.115 0.081 0.014
-0.026 0.050 -0.051
0.125 0.231 -0.047
-0.210 -0.415 -0.007
0.246 0.035 0.074
-0.112 -0.135 0.052
-0.682 -0.060 -0.119
-0.285 1.004 -0.382
0.632 -0.686 0.260
-0.402 1.075 -0.294
0.502 -0.687 0.242
-0.175 -0.601 0.064
-0.513 0.588 -0.226
0.327 -0.202 0.120
0.220 -0.122 0.203
0.078 0.118 -0.043
-0.029 -0.286 0.041
0.371 0.296 -0.297
-0.161 0.143 0.306
0.009 -0.100 0.005
0.136 -0.357 -0.274
-0.304 0.305 -0.080
-0.070 -0.149 0.068
0.190 0.084 0.343
0.089 -0.198 -0.334
0.117 -0.072 0.134
0.034 -0.004 0.066
0.023 -0.046 0.024
-0.077 -0.070 -0.057
-0.033 -0.058 0.020
-0.111 -0.031 -0.004
-0.016 -0.088 0.063
0.084 -0.017 0.044
0.189 -0.214 0.130
0.045 -0.049 0.026
0.177 0.188 0.007
-0.214 0.066 -0.058
-0.051 -0.157 0.022
-0.103 0.199 -0.019
0.056 -0.145 0.067
-0.014 0.053 0.036
0.070 0.050 0.064
-0.025 0.092 -0.003
-0.052 0.004 -0.010
0.008 0.057 -0.118
0.034 0.063 -0.013
-0.083 -0.014 0.036
0.033 0.067 -0.017
-0.034 -0.026 0.091
0.017 -0.029 0.046
0.068 0.013 0.039
-0.006 0.098 -0.048
-0.023 0.048 -0.057
-0.084 -0.023 -0.097
-0.114 0.011 -0.037

[2]
Here is C22H27N3O5S in the gas phase from OMol25. Energies are from wB97M-V/def2-TZVPD.

The strongest force on any atom comes out at 0.98 eV Å⁻¹. As for the SMILES: COc1ccccc1CNC(=O)CCNS(=O)(=O)c1ccc2c(c1)C[C@@H](C)N2C(C)=O. As for the lowest unoccupied orbital energy: 0.52 eV. Its multiplicity is 1. For the total energy, the calculation gives -48796.3512 eV. The HOMO-LUMO gap is 0.332 hartree. Its total charge is 0.

Geometry (Å):
C -1.47241 3.18388 -1.20632
O -1.27787 1.95147 -1.85515
C -0.04784 1.36499 -1.81906
C 1.08610 1.98541 -1.30807
C 2.31616 1.35134 -1.35395
C 2.42659 0.08720 -1.89682
C 1.29393 -0.54221 -2.38429
C 0.05327 0.07334 -2.35998
C -1.12115 -0.61167 -3.01203
N -2.38727 -0.49173 -2.32599
C -3.19316 -1.54382 -2.10309
O -2.87889 -2.69708 -2.33067
C -4.57374 -1.16255 -1.57683
C -4.81773 -1.74436 -0.18742
N -3.75571 -1.39164 0.74048
S -3.18141 0.15071 1.01957
O -3.54153 1.03953 -0.05151
O -3.55250 0.55529 2.34986
C -1.41736 -0.12536 1.02544
C -0.85980 -1.26786 0.48927
C 0.50912 -1.48587 0.56765
C 1.28990 -0.52384 1.18596
C 0.71905 0.64394 1.70566
C -0.63885 0.84715 1.63706
C 1.79732 1.52072 2.26634
C 3.00673 0.57045 2.32252
C 3.17558 0.00783 3.73546
N 2.66849 -0.51320 1.39524
C 3.55284 -1.38367 0.82170
C 5.01886 -1.05292 1.00463
O 3.19203 -2.34342 0.17643
H -1.15503 3.13945 -0.16096
H -2.54575 3.36041 -1.23861
H -0.94587 3.99492 -1.72129
H 1.02096 2.97984 -0.89486
H 3.18894 1.86211 -0.97216
H 3.38083 -0.41300 -1.94271
H 1.37789 -1.53437 -2.80018
H -1.23408 -0.18841 -4.02269
H -0.91845 -1.68125 -3.11228
H -2.65325 0.42824 -2.00416
H -5.31462 -1.59273 -2.25416
H -4.68792 -0.08203 -1.55489
H -4.81985 -2.83698 -0.25601
H -5.79855 -1.40936 0.17927
H -3.86001 -1.84357 1.63547
H -1.49653 -1.99789 0.01796
H 0.95450 -2.37653 0.15968
H -1.11580 1.71881 2.05706
H 1.54858 1.91638 3.24993
H 1.98045 2.36296 1.59551
H 3.92545 1.06757 2.00378
H 3.45453 0.80229 4.42294
H 2.23770 -0.43230 4.06655
H 3.94181 -0.76197 3.76837
H 5.24285 -0.08827 0.55338
H 5.30262 -1.02580 2.05241
H 5.59983 -1.82059 0.50054

Cartesian forces, eV/Å:
-0.108 0.270 0.095
0.127 -0.367 -0.219
0.300 -0.179 -0.055
-0.250 0.232 0.017
0.062 -0.074 -0.099
0.137 0.057 -0.030
-0.065 0.183 -0.042
-0.141 0.135 0.010
0.022 -0.068 -0.287
0.198 0.358 0.026
-0.420 0.340 -0.049
0.018 -0.475 0.023
-0.001 -0.232 0.075
-0.406 0.230 -0.504
0.466 0.807 0.311
0.122 -0.504 0.508
-0.060 -0.137 -0.162
0.137 -0.169 -0.059
-0.661 -0.029 -0.002
0.049 -0.066 0.006
0.028 -0.099 0.041
-0.576 0.011 -0.042
-0.055 -0.179 -0.009
0.110 0.041 0.093
0.027 0.034 -0.181
0.322 0.156 0.548
0.078 0.115 -0.228
-0.050 0.074 -0.148
0.354 0.135 0.165
-0.061 -0.193 -0.140
-0.059 -0.256 -0.209
0.017 -0.005 -0.022
0.084 0.063 0.034
0.001 -0.064 0.049
-0.040 0.101 0.048
0.085 0.051 0.041
0.102 -0.074 0.012
-0.032 -0.162 -0.042
0.027 -0.152 0.093
0.010 0.176 -0.048
-0.085 -0.154 -0.052
0.068 0.033 -0.011
-0.116 -0.128 -0.110
0.026 0.164 0.048
0.129 -0.114 -0.088
0.089 -0.065 0.199
-0.016 -0.140 -0.063
-0.013 -0.024 -0.012
0.035 0.173 0.128
0.062 0.023 0.036
0.017 0.040 -0.011
-0.107 -0.042 -0.006
0.013 0.075 0.111
-0.117 -0.046 0.057
0.072 -0.074 0.027
0.050 0.122 0.012
0.043 0.077 0.103
-0.049 -0.004 0.012

[3]
Here is C22H27N3O6S in the gas phase in a non-equilibrium geometry from OMol25. Energies are from wB97M-V/def2-TZVPD.

The strongest force on any atom comes out at 1.03 eV Å⁻¹. As for the SMILES: COc1ccc(S(=O)(=O)N2CCO[C@@H]2CNC(=O)C(=O)NCCCc2ccccc2)cc1. As for the lowest unoccupied orbital energy: 0.43 eV. Its multiplicity is 1. For the total energy, the calculation gives -50843.2052 eV. The HOMO-LUMO gap is 0.345 hartree. Its total charge is 0.

Geometry (Å):
C -0.83881 -3.89543 1.07288
O -0.40510 -3.31674 -0.13782
C 0.82105 -2.73456 -0.18466
C 1.19764 -2.20839 -1.42476
C 2.41442 -1.57752 -1.57007
C 3.26619 -1.48308 -0.48424
S 4.83267 -0.65029 -0.63937
O 5.02456 -0.25302 -2.00266
O 5.84377 -1.43260 0.01300
N 4.51546 0.72850 0.27359
C 5.06199 0.80853 1.61345
C 5.89773 2.10808 1.59933
O 5.81907 2.60096 0.27307
C 4.69339 2.02190 -0.33153
C 3.41942 2.87134 -0.10400
N 2.27114 2.25519 -0.70544
C 1.43896 1.43484 -0.05469
O 1.45114 1.18129 1.13836
C 0.35842 0.88248 -0.98927
O 0.39722 1.07652 -2.19210
N -0.58682 0.21297 -0.32681
C -1.76267 -0.35583 -0.93844
C -3.04195 0.24743 -0.36055
C -4.28569 -0.36026 -1.01779
C -5.53329 0.24416 -0.43841
C -6.06547 1.41046 -0.97293
C -7.19319 1.99003 -0.41977
C -7.80324 1.41070 0.67973
C -7.27928 0.24977 1.22170
C -6.15110 -0.32732 0.66622
C 2.91225 -2.00556 0.74163
C 1.68805 -2.63068 0.90093
H -0.91648 -3.14929 1.86959
H -1.82589 -4.30521 0.86435
H -0.17394 -4.70277 1.39211
H 0.51562 -2.30041 -2.25428
H 2.72158 -1.15865 -2.51443
H 5.67133 -0.07779 1.79349
H 4.24603 0.85678 2.33993
H 5.49617 2.84770 2.30278
H 6.95193 1.93470 1.82172
H 4.88380 1.90451 -1.40347
H 3.22534 2.94216 0.96870
H 3.57600 3.86805 -0.52110
H 2.16226 2.27014 -1.71357
H -0.46268 0.14935 0.67601
H -1.68866 -0.14202 -2.00733
H -1.76209 -1.44084 -0.79450
H -3.07808 0.06751 0.71681
H -3.03855 1.32767 -0.51835
H -4.28421 -1.44032 -0.85699
H -4.24684 -0.17499 -2.09269
H -5.59371 1.86451 -1.83277
H -7.59825 2.89518 -0.84828
H -8.68480 1.86115 1.11129
H -7.75173 -0.20815 2.07860
H -5.74769 -1.23584 1.09137
H 3.60185 -1.92674 1.56593
H 1.42379 -3.03024 1.86654

Cartesian forces, eV/Å:
-0.072 -0.090 0.160
0.128 0.091 -0.231
0.226 0.099 -0.189
-0.087 -0.176 0.223
0.017 -0.031 -0.105
0.574 0.138 -0.085
-0.347 0.155 0.276
-0.253 0.072 -0.047
-0.214 0.031 0.174
0.347 -0.703 -0.662
0.041 -0.186 0.580
0.029 0.001 0.264
0.041 0.106 -0.165
-0.518 0.406 -0.720
0.481 -0.137 0.277
0.193 -0.024 -0.495
-0.005 0.153 0.184
0.029 0.011 0.054
-0.229 -0.137 0.047
0.028 0.041 -0.218
0.007 0.013 0.393
-0.200 0.112 -0.114
0.127 -0.233 -0.312
0.141 0.200 0.247
-0.019 -0.121 -0.112
0.008 -0.034 0.008
-0.039 0.089 -0.010
-0.086 0.044 0.045
-0.046 -0.012 0.091
0.013 0.006 -0.031
0.018 -0.034 -0.031
-0.168 -0.093 0.056
0.018 -0.020 -0.010
0.068 0.016 0.065
-0.004 0.036 -0.001
-0.090 0.014 -0.119
-0.049 0.045 -0.161
-0.031 0.152 0.160
0.114 -0.003 0.011
0.068 -0.116 -0.032
-0.104 0.008 0.038
-0.033 0.126 0.190
0.046 0.124 -0.045
-0.040 -0.050 0.086
-0.137 -0.004 0.134
0.115 0.057 -0.101
-0.041 -0.099 0.057
0.011 0.068 -0.093
-0.019 0.056 0.059
0.016 0.033 0.062
-0.019 -0.044 -0.075
-0.004 -0.070 -0.046
0.055 0.044 -0.109
-0.032 0.068 -0.035
-0.069 0.033 0.030
-0.039 -0.036 0.063
0.047 -0.109 0.033
0.033 -0.044 0.205
-0.043 -0.042 0.080

[4]
Here is C22H27N5O2 in the gas phase in a non-equilibrium geometry from OMol25. Energies are from wB97M-V/def2-TZVPD.

The strongest force on any atom comes out at 1.01 eV Å⁻¹. As for the SMILES: CCN(CC)CCNC(=O)Cn1nc(Cc2ccncc2)c2ccccc2c1=O. As for the lowest unoccupied orbital energy: 0.03 eV. Its multiplicity is 1. For the total energy, the calculation gives -34798.4578 eV. The HOMO-LUMO gap is 0.298 hartree. Its total charge is 0.

Geometry (Å):
C 1.98496 -2.34209 5.11014
C 0.59066 -2.06798 4.54990
N 0.56227 -0.84009 3.77232
C 1.06146 -1.02841 2.42217
C 1.33259 0.28780 1.70198
C -0.66571 -0.08962 3.89936
C -1.97785 -0.76282 3.43075
N -2.09681 -0.87622 1.99349
C -2.36116 0.18594 1.21897
O -2.53696 1.31345 1.62907
C -2.43225 -0.16164 -0.28269
N -1.12807 -0.51321 -0.81129
N -0.48924 0.48499 -1.41169
C 0.69545 0.33199 -1.89294
C 1.33374 1.54020 -2.52429
C 0.40526 2.72118 -2.50182
C 0.11861 3.38062 -1.31222
C -0.76391 4.44753 -1.33806
N -1.34569 4.88573 -2.44192
C -1.07097 4.26179 -3.57281
C -0.21099 3.17766 -3.65885
C 1.38135 -0.93329 -1.82677
C 2.66762 -1.16407 -2.33150
C 3.24346 -2.40868 -2.22029
C 2.56007 -3.45777 -1.60616
C 1.29722 -3.25324 -1.10173
C 0.69777 -1.99617 -1.20690
C -0.63051 -1.78186 -0.64217
O -1.27849 -2.63557 -0.04335
H 2.69583 -2.56436 4.31913
H 2.33718 -1.47083 5.65499
H 1.95016 -3.19242 5.78660
H 0.25671 -2.93632 3.95731
H -0.09695 -1.95127 5.39063
H 2.00950 -1.56542 2.51048
H 0.39028 -1.65870 1.81472
H 1.92293 0.09618 0.80758
H 1.89307 0.95267 2.35408
H 0.41284 0.78515 1.40348
H -0.78593 0.15069 4.95997
H -0.55938 0.85122 3.36023
H -2.07201 -1.76134 3.85875
H -2.80415 -0.13921 3.78583
H -1.93426 -1.77284 1.54716
H -2.77727 0.72009 -0.82324
H -3.10938 -1.00637 -0.43171
H 2.24709 1.77711 -1.96931
H 1.61265 1.30068 -3.55387
H 0.56723 3.06162 -0.38447
H -1.02057 4.97942 -0.43182
H -1.56657 4.64969 -4.45365
H -0.02670 2.70016 -4.61006
H 3.20824 -0.36092 -2.80792
H 4.23591 -2.57630 -2.61196
H 3.02627 -4.42804 -1.52717
H 0.74292 -4.04325 -0.61841

Cartesian forces, eV/Å:
-0.287 -0.039 -0.083
0.275 0.060 0.073
0.054 -0.087 0.011
0.155 0.071 -0.098
-0.075 -0.271 0.063
-0.390 -0.060 -0.055
0.283 0.452 0.224
0.092 -0.466 0.238
-0.078 -0.367 -0.630
-0.055 0.421 0.162
-0.418 0.165 0.288
0.113 -0.728 0.106
0.535 0.728 -0.448
-0.348 -0.047 0.139
-0.157 0.070 0.043
0.059 0.250 -0.109
-0.002 0.103 -0.232
0.236 -0.168 0.293
-0.363 0.403 -0.077
0.027 -0.123 -0.231
0.076 -0.030 0.195
-0.209 -0.600 0.259
-0.075 0.123 0.001
0.039 0.050 -0.026
-0.059 -0.015 0.032
-0.118 0.023 0.043
0.406 0.184 -0.230
-0.176 0.106 -0.007
0.024 -0.227 -0.054
0.115 -0.035 -0.058
0.046 0.077 0.069
0.079 -0.134 0.066
-0.095 0.025 0.075
-0.058 -0.050 -0.049
-0.054 -0.040 -0.057
0.125 -0.024 0.061
0.042 0.026 -0.105
0.070 0.109 0.047
-0.085 0.116 -0.055
-0.042 0.075 -0.035
-0.070 0.048 0.081
-0.057 0.026 0.006
0.019 -0.134 0.062
-0.080 0.186 -0.057
0.068 -0.160 0.101
0.071 0.097 -0.030
0.049 -0.023 -0.091
0.086 0.037 0.044
0.024 -0.040 0.148
0.038 -0.021 0.134
0.007 -0.034 -0.124
0.016 -0.042 -0.096
0.059 0.078 -0.049
0.073 0.005 -0.033
0.025 -0.082 0.013
-0.033 -0.066 0.045